A.
The following is a DFT calculation (ωB97M-V with the def2-TZVPD basis set) of the ion C3H9N2 with charge +1.

Geometry as XYZ:
```
14
Properties=species:S:1:pos:R:3:nbo_charge:R:1
C -1.482 -0.284 0.811 -0.618
C -0.974 0.064 -0.596 -0.240
N 0.325 -0.554 -0.859 -0.414
C 1.423 0.019 -0.201 -0.233
N 1.199 0.959 0.685 -0.267
H -2.228 -1.076 0.811 0.249
H -1.927 0.584 1.289 0.245
H -0.669 -0.629 1.410 0.211
H -0.744 1.150 -0.612 0.237
H -1.605 -0.243 -1.421 0.241
H 0.493 -0.609 -1.862 0.414
H 1.918 -0.886 0.295 0.420
H 2.052 1.231 1.186 0.382
H 2.220 0.274 -0.938 0.373
```

HOMO energy, eV: -15.3
2S+1: 1
Total charge: +1
LUMO level, eV: -8.238


B.
The following is a DFT calculation (ωB97M-V with the def2-TZVPD basis set) of a cluster of 2 separate species, C3H9N2 in total.

Geometry as XYZ:
```
14
Properties=species:S:1:pos:R:3:nbo_charge:R:1
C 1.878 0.990 -0.845 -0.259
C 1.505 -0.235 -0.423 -0.045
N 0.833 -1.199 -1.171 -0.725
H 1.635 1.253 -1.874 0.222
H 2.451 1.697 -0.252 0.240
H 1.645 -0.459 0.636 0.196
H -0.139 -0.834 -1.072 0.351
H 0.718 -1.990 -0.530 0.371
C -1.486 -0.490 0.492 0.172
N -2.396 0.363 1.260 -0.800
H -0.673 0.152 0.102 0.215
H -1.139 -1.214 1.263 0.207
H -2.970 0.907 0.615 0.401
H -1.864 1.056 1.800 0.454
```

HOMO energy, eV: -14.0
2S+1: 1
Total charge: +1
LUMO level, eV: -9.006


C.
The following is a DFT calculation (ωB97M-V with the def2-TZVPD basis set) of the ion C3H9N2 with charge +1.

Geometry as XYZ:
```
14
Properties=species:S:1:pos:R:3:nbo_charge:R:1
C 0.273 -1.771 -0.435 -0.690
C 0.222 -0.292 -0.041 0.202
C -0.959 0.356 -0.166 -0.120
N -0.910 1.805 0.171 -0.751
N 1.255 0.352 0.646 -0.886
H 0.423 -1.714 -1.514 0.249
H 1.091 -2.388 0.084 0.250
H -0.651 -2.416 -0.225 0.264
H -1.871 -0.143 -0.550 0.253
H -0.764 2.259 -0.804 0.444
H -1.821 2.150 0.486 0.465
H 0.058 1.686 0.592 0.491
H 2.122 0.084 0.167 0.406
H 1.533 0.032 1.588 0.422
```

HOMO energy, eV: -14.4
2S+1: 1
Total charge: +1
LUMO level, eV: -3.514
Structure (SMILES): C/C(N)=C/[NH3+]


Which of them is the most stable, and which is the least stable? C and B, in that order.


A.
The following is a DFT calculation (ωB97M-V with the def2-TZVPD basis set) of the ion C3H9N2 with charge +1.

Geometry as XYZ:
```
14
Properties=species:S:1:pos:R:3:nbo_charge:R:1
C -0.322 1.147 1.033 -0.221
C -0.883 -0.056 0.387 -0.093
C -0.047 -1.210 -0.078 -0.236
N 1.077 -0.595 -0.827 -0.753
N -0.533 1.173 -0.391 -0.597
H -0.862 1.773 1.607 0.231
H 0.706 1.049 1.519 0.208
H -1.825 -0.283 0.608 0.233
H 0.497 -1.777 0.702 0.244
H -0.552 -1.854 -0.862 0.246
H 1.372 -1.102 -1.638 0.431
H 2.010 -0.541 -0.409 0.423
H -1.263 1.769 -0.742 0.428
H 0.625 0.506 -0.909 0.454
```

HOMO energy, eV: -15.3
2S+1: 1
Total charge: +1
LUMO level, eV: -3.187
Structure (SMILES): [NH3+]C[C@H]1CN1


B.
The following is a DFT calculation (ωB97M-V with the def2-TZVPD basis set) of a cluster of 2 separate species, C3H9N2 in total.

Geometry as XYZ:
```
14
Properties=species:S:1:pos:R:3:nbo_charge:R:1
C 1.169 0.045 -0.803 -0.064
C -0.566 1.385 0.451 -0.415
C -0.898 -0.977 0.093 -0.417
N 1.392 -0.258 0.509 -0.327
N 0.096 0.075 0.118 -0.116
H 1.526 0.992 -1.292 0.235
H 1.241 -0.712 -1.494 0.221
H -0.129 1.654 1.392 0.255
H -0.224 2.241 -0.264 0.253
H -1.671 1.063 0.305 0.250
H -0.587 -1.825 -0.540 0.241
H -1.160 -1.292 1.078 0.246
H -1.837 -0.529 -0.403 0.237
H 1.646 -1.861 0.850 0.398
```

HOMO energy, eV: -15.4
2S+1: 1
Total charge: +1
LUMO level, eV: -5.630


Which of them is the most stable, and which is the least stable? A and B, in that order.


A.
The following is a DFT calculation (ωB97M-V with the def2-TZVPD basis set) of a structure of composition C3H4OS.

Geometry as XYZ:
```
9
Properties=species:S:1:pos:R:3:nbo_charge:R:1
C -0.551 1.220 0.469 0.345
C -0.394 0.011 -0.237 -0.213
C 0.765 -0.840 -0.431 -0.680
O -1.320 2.138 0.378 -0.475
S -1.920 -0.377 -0.578 0.181
H 0.110 1.226 1.328 0.103
H 0.413 -1.849 -0.352 0.247
H 1.327 -0.715 0.585 0.225
H 1.569 -0.815 -1.163 0.266
```

HOMO energy, eV: -9.0
2S+1: 1
Total charge: 0
LUMO level, eV: -1.276


B.
The following is a DFT calculation (ωB97M-V with the def2-TZVPD basis set) of a cluster of 2 separate species, C3H4OS in total.

Geometry as XYZ:
```
9
Properties=species:S:1:pos:R:3:nbo_charge:R:1
C -2.518 0.641 0.846 0.418
C -0.330 -0.633 0.472 -0.131
C 0.837 -0.151 -0.200 -0.751
O -2.946 1.747 0.743 -0.480
S -0.872 -2.059 0.895 0.085
H -2.891 -0.219 1.437 0.133
H 1.205 0.780 0.109 0.241
H 0.553 -0.269 -1.168 0.256
H 1.657 -0.697 0.116 0.228
```

HOMO energy (alpha / beta), eV: -7.8 / -7.6
2S+1: 1
Total charge: 0
LUMO level (alpha / beta), eV: -0.145 / -0.156


Which of them is the most stable, and which is the least stable? A and B, in that order.


A.
The following is a DFT calculation (ωB97M-V with the def2-TZVPD basis set) of the ion C7H14N3O with charge +1.

Geometry as XYZ:
```
25
Properties=species:S:1:pos:R:3:nbo_charge:R:1
C 0.355 -1.368 -2.415 0.102
C -0.916 -0.249 -0.652 0.563
C 1.269 -0.782 0.284 0.739
C -2.778 -0.216 1.102 -0.629
C 2.634 1.208 0.767 -0.606
C -2.351 0.037 -0.341 -0.478
C 2.189 0.222 -0.327 -0.500
N 1.179 -2.006 -1.801 -0.436
N -0.474 -0.234 -1.905 -0.570
N -0.084 -0.592 0.346 -0.576
O 1.703 -1.636 1.184 -0.616
H 0.074 -1.552 -3.449 0.201
H -2.275 0.456 1.794 0.223
H -2.615 -1.251 1.395 0.216
H -3.845 -0.026 1.184 0.260
H 3.137 0.704 1.586 0.215
H 1.782 1.752 1.166 0.214
H 3.329 1.927 0.340 0.247
H -2.549 1.085 -0.588 0.261
H -2.970 -0.564 -1.014 0.255
H 3.060 -0.287 -0.741 0.261
H 1.694 0.758 -1.135 0.250
H -1.146 0.092 -2.591 0.424
H -0.526 -0.929 1.204 0.452
H 2.664 -1.763 1.148 0.529
```

HOMO energy (alpha / beta), eV: -12.1 / -12.1
2S+1: 1
Total charge: +1
LUMO level (alpha / beta), eV: -4.380 / -4.380


B.
The following is a DFT calculation (ωB97M-V with the def2-TZVPD basis set) of the ion C7H14N3O with charge +1.

Geometry as XYZ:
```
25
Properties=species:S:1:pos:R:3:nbo_charge:R:1
C -2.481 -1.722 -0.564 -0.408
C -3.568 -1.220 0.101 0.021
C -1.272 -1.064 -0.731 0.525
C -3.381 0.296 0.554 -0.317
C 1.104 0.654 1.114 -0.403
C 3.143 0.380 -0.355 -0.433
C 0.868 -0.243 -1.369 -0.056
N -0.115 -1.263 -1.122 -0.505
N -1.947 0.643 0.411 -0.234
N 1.769 -0.073 -0.143 -0.347
O -1.761 1.876 -0.168 -0.564
H -2.662 -2.743 -0.859 0.261
H -4.596 -1.549 0.195 0.241
H -3.978 0.812 -0.106 0.205
H -3.878 0.306 1.600 0.239
H 1.464 1.657 1.003 0.219
H 0.061 0.629 0.860 0.270
H 1.365 0.184 2.072 0.240
H 3.237 1.237 -0.883 0.230
H 3.709 0.687 0.509 0.250
H 3.697 -0.438 -0.903 0.234
H 0.588 0.659 -1.836 0.230
H 1.514 -0.731 -2.208 0.228
H 1.841 -1.005 0.175 0.425
H -2.290 2.004 -0.971 0.451
```

HOMO energy (alpha / beta), eV: -11.5 / -11.5
2S+1: 1
Total charge: +1
LUMO level (alpha / beta), eV: -3.832 / -3.831


C.
The following is a DFT calculation (ωB97M-V with the def2-TZVPD basis set) of the ion C7H14N3O with charge +1.

Geometry as XYZ:
```
25
Properties=species:S:1:pos:R:3:nbo_charge:R:1
C -0.756 0.330 -1.002 -0.057
C 1.209 -0.896 -1.445 0.415
C -0.623 1.154 0.166 0.513
C 2.288 -1.292 -2.399 -0.639
C 0.676 1.709 0.591 -0.748
C -0.529 -2.678 1.071 -0.426
C -2.098 2.638 1.420 -0.275
N 0.228 -0.143 -1.737 -0.373
N 0.983 -1.724 -0.411 -0.231
N 0.115 -1.481 0.506 -0.273
O -1.843 1.423 0.664 -0.438
H -1.709 0.483 -1.573 0.248
H 2.295 -2.286 -2.008 0.255
H 3.170 -0.675 -2.091 0.242
H 1.833 -1.066 -3.303 0.250
H 0.892 1.292 1.582 0.253
H 0.638 2.748 0.516 0.272
H 1.623 1.467 -0.029 0.280
H -0.253 -2.839 2.059 0.222
H -1.601 -2.544 0.962 0.226
H -0.376 -3.487 0.329 0.247
H -1.175 3.204 1.424 0.194
H -2.328 2.438 2.562 0.224
H -3.035 3.005 0.900 0.242
H 0.376 -0.776 1.247 0.378
```

HOMO energy (alpha / beta), eV: -12.6 / -12.8
2S+1: 1
Total charge: +1
LUMO level (alpha / beta), eV: -5.307 / -5.361
Structure (SMILES): C/[NH+]=N/C(C)=N\C=C(/C)OC


D.
The following is a DFT calculation (ωB97M-V with the def2-TZVPD basis set) of a cluster of 2 separate species, C7H14N3O in total.

Geometry as XYZ:
```
25
Properties=species:S:1:pos:R:3:nbo_charge:R:1
C 0.638 1.062 2.468 -0.418
C 0.008 -0.003 3.023 0.217
C 0.902 0.695 1.117 0.422
C -0.697 -0.120 4.355 -0.640
C 0.053 1.172 -2.939 -0.461
C 1.021 -0.909 -2.067 -0.468
C -1.209 -0.759 -2.734 0.126
N -0.233 -0.882 1.979 -0.344
N 0.386 -0.511 0.822 -0.375
N -0.098 -0.207 -2.728 -0.194
O 1.442 1.400 0.082 -0.676
H 0.656 1.999 2.937 0.236
H -1.540 -0.681 4.201 0.222
H -0.928 0.961 4.458 0.236
H -0.158 -0.448 5.229 0.246
H 0.693 1.568 -2.220 0.261
H 0.758 1.256 -3.791 0.252
H -0.809 1.873 -2.816 0.257
H 1.454 -1.731 -2.651 0.242
H 1.923 -0.193 -1.985 0.244
H 0.868 -1.192 -1.091 0.287
H -2.054 -0.208 -3.105 0.200
H -1.592 -1.693 -2.539 0.230
H -0.626 -1.788 2.110 0.407
H 1.149 2.263 0.370 0.489
```

HOMO energy, eV: -12.0
2S+1: 1
Total charge: +1
LUMO level, eV: -4.279


Which of them is the most stable, and which is the least stable? A and B, in that order.


A.
The following is a DFT calculation (ωB97M-V with the def2-TZVPD basis set) of the ion C4H12NO with charge +1.

Geometry as XYZ:
```
18
Properties=species:S:1:pos:R:3:nbo_charge:R:1
C 1.217 0.377 0.648 -0.219
C 0.343 1.134 -0.313 -0.454
C -0.804 0.342 -1.006 -0.437
C -1.573 -0.521 0.040 -0.076
O -1.779 0.263 1.188 -0.719
N 1.702 -0.944 0.038 -0.684
H 0.788 0.128 1.614 0.247
H 2.121 0.931 0.899 0.235
H -0.176 1.888 0.277 0.268
H 0.897 1.695 -1.069 0.235
H -0.517 -0.174 -1.922 0.210
H -1.505 1.122 -1.297 0.243
H -2.527 -0.779 -0.425 0.197
H -1.048 -1.480 0.084 0.128
H -2.607 -0.053 1.565 0.495
H 2.707 -1.026 0.065 0.443
H 1.391 -1.120 -0.922 0.444
H 1.370 -1.782 0.534 0.443
```

HOMO energy, eV: -14.3
2S+1: 1
Total charge: +1
LUMO level, eV: -3.701
Structure (SMILES): [NH3+]CCCCO


B.
The following is a DFT calculation (ωB97M-V with the def2-TZVPD basis set) of a cluster of 2 separate species, C4H12NO in total.

Geometry as XYZ:
```
18
Properties=species:S:1:pos:R:3:nbo_charge:R:1
C -0.881 1.218 2.161 -0.599
C -0.982 -0.221 1.578 -0.484
C 0.153 -0.499 0.576 0.191
C 1.274 -1.220 0.674 -0.376
N -0.089 0.186 -0.874 -0.774
H -1.792 1.556 2.718 0.252
H 0.011 1.146 2.888 0.232
H -0.688 1.876 1.298 0.183
H -1.046 -0.905 2.489 0.267
H -1.982 -0.494 1.067 0.231
H 1.330 -1.710 1.679 0.254
H 2.130 -1.282 0.133 0.232
H 0.211 1.224 -0.729 0.444
H -1.095 0.255 -1.409 0.484
H 0.626 -0.196 -1.499 0.460
H 1.149 -1.018 -4.420 0.486
H 1.097 0.431 -4.329 0.479
O 0.573 -0.348 -4.002 -0.960
```

HOMO energy, eV: -14.8
2S+1: 1
Total charge: +1
LUMO level, eV: -3.583


Which of them is the most stable, and which is the least stable? A and B, in that order.


A.
The following is a DFT calculation (ωB97M-V with the def2-TZVPD basis set) of a cluster of 2 separate species, C4H12NO in total.

Geometry as XYZ:
```
18
Properties=species:S:1:pos:R:3:nbo_charge:R:1
C 2.575 0.414 -0.529 -0.591
C 1.167 0.705 -0.285 -0.438
C 0.539 -0.176 0.839 -0.215
C -1.716 1.080 0.720 0.112
N -0.991 0.008 1.117 -0.399
H 3.067 1.167 -1.194 0.252
H 2.525 -0.582 -0.824 0.211
H 3.065 0.533 0.538 0.209
H 0.559 0.423 -1.188 0.213
H 1.254 1.753 0.042 0.232
H 0.996 -0.148 1.903 0.254
H 0.480 -1.225 0.480 0.230
H -1.349 1.560 -0.222 0.243
H -2.714 1.126 1.017 0.220
H -1.531 -0.810 1.534 0.465
H -2.087 -2.093 -1.815 0.475
H -3.289 -1.565 -1.167 0.469
O -2.552 -2.172 -0.967 -0.941
```

HOMO energy, eV: -15.4
2S+1: 1
Total charge: +1
LUMO level, eV: -5.618


B.
The following is a DFT calculation (ωB97M-V with the def2-TZVPD basis set) of a cluster of 2 separate species, C4H12NO in total.

Geometry as XYZ:
```
18
Properties=species:S:1:pos:R:3:nbo_charge:R:1
C -2.277 -0.175 -0.503 -0.626
C -1.122 0.757 -0.074 -0.489
C -0.192 0.088 0.884 0.166
C 0.439 0.634 1.920 -0.364
N 0.532 -1.045 0.161 -0.738
H -3.245 0.272 -0.337 0.255
H -2.250 -1.119 0.065 0.208
H -2.150 -0.587 -1.512 0.221
H -1.608 1.568 0.469 0.258
H -0.545 1.221 -0.881 0.229
H 0.303 1.677 2.167 0.243
H 1.012 0.043 2.624 0.225
H 1.066 -1.695 0.733 0.452
H -0.050 -1.365 -0.613 0.445
H 1.246 -0.483 -0.349 0.481
H 3.394 -0.518 -1.798 0.506
H 2.829 0.830 -1.530 0.498
O 2.618 -0.105 -1.427 -0.970
```

HOMO energy, eV: -14.4
2S+1: 1
Total charge: +1
LUMO level, eV: -3.433


Which of them is the most stable, and which is the least stable? B and A, in that order.